The following is a quantum chemistry calculation of a 2-piece molecular cluster, C3H3ClIN overall, from the OMol25 dataset.

XYZ file:
```
9
Properties=species:S:1:pos:R:3:forces:R:3
C 0.962 -1.429 0.099 0.04 -0.82 -0.38
C -0.959 0.822 -0.653 1.25 -1.69 1.62
C 0.776 -0.194 0.704 -1.88 2.54 -1.05
N 1.089 -2.443 -0.430 0.02 -0.23 -0.11
Cl 2.045 0.970 0.518 0.23 -0.09 0.14
I -2.733 0.233 0.236 0.12 0.14 -0.17
H -0.698 1.855 -0.544 0.14 0.29 0.10
H -0.729 0.311 -1.571 0.03 -0.02 -0.17
H 0.246 -0.124 1.642 0.05 -0.12 0.01
```
Positions in Å, forces in eV/Å.

Values from the calculation:
Frontier orbital gap (alpha / beta) = 7.62 / 7.94 eV
Energy relative to the best compared isomer or geometry (same formula, charge and spin) = 2.7142 eV
Max |F| = 0.065 hartree/bohr
HOMO (alpha / beta) = -8.861 / -8.963 eV
Lowest unoccupied orbital energy (alpha / beta) = -1.2 / -1.0 eV

Listed below, in e, are the natural (NBO) charges computed for each atom: 0.184, -0.497, -0.304, -0.267, 0.037, 0.191, 0.202, 0.206, 0.248